# C23H59BBa2Br2N4O4

A molecular structure, C23H59BBa2Br2N4O4 at a distorted geometry (the ωB97M-V functional and the def2-TZVPD basis, the OMol25 dataset).

lowest unoccupied orbital energy = -0.2651 hartree
electronic energy = -181079.5442 eV
frontier orbital gap = 1.59 eV

The geometry in ORCA input format:
```
! wB97M-V def2-TZVPD RIJCOSX def2/J DEFGRID3
* xyz 2 1
Ba -25.340 11.790 -13.909
Ba -26.734 5.536 -15.395
B -26.228 8.110 -12.153
H -26.901 8.476 -12.913
H -26.159 7.034 -12.182
H -25.249 8.453 -12.451
H -26.491 8.438 -11.159
C -23.886 2.122 -8.391
C -22.503 2.299 -9.026
C -21.447 2.012 -8.006
C -21.284 0.568 -7.612
C -20.965 -0.224 -8.893
C -21.922 -0.068 -10.087
N -22.293 1.360 -10.180
O -23.151 1.605 -11.368
C -23.052 -1.096 -9.690
C -21.081 -0.595 -11.285
C -22.370 3.702 -9.425
H -24.082 1.072 -8.176
H -24.618 2.455 -9.127
H -23.893 2.825 -7.558
H -21.646 2.512 -7.058
H -20.456 2.306 -8.354
H -22.194 0.254 -7.102
H -20.431 0.361 -6.966
H -20.850 -1.280 -8.650
H -19.997 0.202 -9.158
H -22.794 -2.152 -9.769
H -23.941 -0.888 -10.285
H -23.360 -0.949 -8.654
H -20.302 0.084 -11.634
H -21.684 -0.814 -12.167
H -20.516 -1.492 -11.031
H -22.852 3.956 -10.369
H -21.334 4.037 -9.374
H -22.850 4.372 -8.712
Br -29.541 9.592 -6.776
C -29.985 9.504 -4.826
C -28.937 8.750 -4.083
Br -29.249 8.935 -2.107
H -31.000 9.118 -4.736
H -29.967 10.544 -4.503
H -27.975 9.194 -4.341
H -28.974 7.691 -4.338
C -30.092 1.900 -10.797
C -29.919 2.750 -12.031
C -30.442 4.182 -11.716
O -30.305 4.910 -12.899
C -30.897 6.199 -12.855
N -28.621 2.632 -12.606
H -29.393 1.072 -10.908
H -31.032 1.372 -10.643
H -30.025 2.504 -9.892
H -30.628 2.353 -12.758
H -29.768 4.791 -11.112
H -31.451 4.307 -11.323
H -31.964 6.088 -12.663
H -30.868 6.791 -13.770
H -30.574 6.854 -12.047
H -28.442 1.644 -12.714
H -27.829 2.951 -12.067
C -20.215 15.615 -11.913
C -20.827 14.495 -12.692
C -20.379 13.049 -12.092
O -21.251 11.958 -12.466
C -20.589 10.696 -12.269
N -22.226 14.568 -12.725
H -20.294 15.385 -10.851
H -20.605 16.629 -12.002
H -19.159 15.755 -12.146
H -20.495 14.543 -13.729
H -20.211 13.048 -11.015
H -19.414 12.872 -12.566
H -21.216 9.935 -12.735
H -20.059 10.583 -11.324
H -19.702 10.733 -12.901
H -22.409 15.332 -13.360
H -22.508 14.886 -11.809
C -25.961 13.599 -6.904
C -25.211 13.116 -8.182
C -24.625 11.733 -7.943
O -23.761 11.767 -6.856
C -23.011 10.626 -6.662
N -26.035 13.028 -9.344
H -26.951 13.192 -6.699
H -26.198 14.635 -7.146
H -25.436 13.619 -5.949
H -24.426 13.820 -8.459
H -24.052 11.477 -8.834
H -25.384 10.959 -7.827
H -22.432 10.333 -7.537
H -23.646 9.748 -6.548
H -22.222 10.849 -5.944
H -26.806 12.380 -9.272
H -26.453 13.945 -9.406
*
```

These are the Mulliken partial charges, in e, on atoms 1 to 6: 1.41 1.15 0.00 -0.17 -0.30 -0.18

# C18H26GeN6S2Zn

A molecular structure, C18H26GeN6S2Zn (the ωB97M-V functional and the def2-TZVPD basis, the OMol25 dataset).

lowest unoccupied orbital energy = -0.0132 hartree
energy relative to the best compared isomer or geometry (same formula, charge and spin) = 9.1 kJ/mol
electronic energy = -154634.5680 eV
frontier orbital gap = 7.79 eV

The geometry in ORCA input format:
```
! wB97M-V def2-TZVPD RIJCOSX def2/J DEFGRID3
* xyz 0 1
Zn -0.257 1.392 -0.684
N 3.688 0.738 0.990
C 2.415 0.650 0.542
S 2.091 1.362 -1.022
N 1.565 0.027 1.325
N 0.317 -0.012 0.781
C -0.453 -0.978 1.081
C -1.731 -1.063 0.367
C -2.741 -1.922 0.775
C -3.923 -1.939 0.056
C -4.058 -1.095 -1.040
C -2.997 -0.268 -1.371
N -1.854 -0.260 -0.695
H 4.404 1.031 0.351
H 3.945 0.162 1.775
H -0.164 -1.744 1.795
H -2.593 -2.561 1.634
H -4.730 -2.599 0.343
H -4.965 -1.077 -1.626
H -3.056 0.414 -2.211
C -0.604 3.706 2.080
Ge -2.118 3.477 0.857
C -3.146 5.147 0.823
C -3.284 2.069 1.571
C -1.466 2.948 -0.899
H -0.938 4.027 3.068
H 0.086 4.456 1.692
H -0.055 2.768 2.195
H -3.489 5.407 1.826
H -4.018 5.056 0.173
H -2.526 5.963 0.450
H -3.691 2.368 2.539
H -2.732 1.138 1.711
H -4.120 1.874 0.896
H -0.959 3.791 -1.374
H -2.323 2.682 -1.526
N 0.131 -1.412 -3.041
C 0.778 -2.266 -2.211
S -0.037 -3.538 -1.487
N 2.088 -1.976 -2.045
C 3.002 -2.576 -1.126
C 4.292 -2.835 -1.574
C 5.251 -3.311 -0.690
C 4.922 -3.533 0.639
C 3.633 -3.272 1.083
C 2.677 -2.792 0.205
H -0.800 -1.674 -3.311
H 0.643 -0.788 -3.643
H 2.388 -1.070 -2.380
H 4.539 -2.666 -2.615
H 6.253 -3.513 -1.044
H 5.670 -3.908 1.326
H 3.370 -3.429 2.121
H 1.678 -2.575 0.547
*
```

These are the natural (NBO) partial charges, in e, on atoms 1 to 6: 1.50 -0.79 0.31 -0.52 -0.45 -0.36

# C4H8N2O

2 unconnected molecules or ions with the total composition C4H8N2O at a distorted geometry (the ωB97M-V functional and the def2-TZVPD basis, the OMol25 dataset).

lowest unoccupied orbital energy = 0.0113 hartree
energy relative to the best compared isomer or geometry (same formula, charge and spin) = 424.6 kJ/mol
electronic energy = -9301.9927 eV
frontier orbital gap = 8.77 eV

The geometry in ORCA input format:
```
! wB97M-V def2-TZVPD RIJCOSX def2/J DEFGRID3
* xyz 0 1
C -0.271 -2.376 2.228
C 0.963 2.394 -3.119
C -0.271 -1.407 1.267
C -0.130 0.079 1.365
N 0.351 1.728 -2.225
N -0.380 1.266 -1.482
O -0.949 -1.697 0.126
H -0.524 -3.360 2.016
H 0.117 -2.235 3.185
H 2.059 2.243 -3.224
H 0.388 2.932 -3.888
H -1.025 0.508 0.898
H 0.757 0.470 0.910
H -0.299 0.488 2.457
H -0.785 -1.032 -0.515
*
```

These are the natural (NBO) partial charges, in e, on atoms 1 to 6: -0.50 -0.46 0.32 -0.69 0.06 -0.06

# C6H4N2O2S

2 unconnected molecules or ions with the total composition C6H4N2O2S at a distorted geometry (the ωB97M-V functional and the def2-TZVPD basis, the OMol25 dataset).

lowest unoccupied orbital energy = 0.0179 hartree
energy relative to the best compared isomer or geometry (same formula, charge and spin) = 0.0 kJ/mol
electronic energy = -24195.5309 eV
frontier orbital gap = 8.21 eV

The geometry in ORCA input format:
```
! wB97M-V def2-TZVPD RIJCOSX def2/J DEFGRID3
* xyz 0 1
C 0.580 -1.267 0.944
C 0.132 -0.003 0.545
C 2.371 -0.025 0.378
C 0.838 2.045 -0.145
C -0.493 2.245 -0.280
C -2.851 -1.704 -1.148
N 1.182 0.790 0.287
N 1.909 -1.171 0.838
O -2.539 -1.792 -2.251
O -3.123 -1.659 -0.024
S -1.380 0.858 0.191
H 0.191 -2.240 0.852
H 1.623 2.749 -0.442
H -0.916 3.187 -0.512
H 2.476 -2.014 0.767
*
```

These are the natural (NBO) partial charges, in e, on atoms 1 to 6: -0.18 -0.01 0.08 -0.01 -0.43 1.03

# C3H8NO3

2 unconnected molecules or ions with the total composition C3H8NO3 at a distorted geometry (the ωB97M-V functional and the def2-TZVPD basis, the OMol25 dataset).

lowest unoccupied orbital energy = 0.1448 hartree
energy relative to the best compared isomer or geometry (same formula, charge and spin) = 188.9 kJ/mol
electronic energy = -10873.8298 eV
frontier orbital gap = 7.38 eV

The geometry in ORCA input format:
```
! wB97M-V def2-TZVPD RIJCOSX def2/J DEFGRID3
* xyz -1 1
C 2.229 -0.652 -0.770
N 1.791 0.399 -0.071
C 0.507 1.092 -0.219
C -0.625 0.438 0.650
O -1.867 0.701 0.209
O 3.334 -1.146 -0.570
H 1.543 -1.031 -1.580
H 2.393 0.644 0.697
H 0.324 1.208 -1.280
H 0.606 2.120 0.168
H -0.541 0.793 1.729
H -0.333 -0.657 0.555
H -2.460 -0.861 0.161
H -3.899 -1.337 0.176
O -3.002 -1.711 0.146
*
```

These are the natural (NBO) partial charges, in e, on atoms 1 to 6: 0.52 -0.60 -0.26 -0.02 -0.95 -0.68

# C5H13NO

2 unconnected molecules or ions with the total composition C5H13NO at a distorted geometry (the ωB97M-V functional and the def2-TZVPD basis, the OMol25 dataset).

SMILES string = CN1CCCC1.O
lowest unoccupied orbital energy = 0.0275 hartree
energy relative to the best compared isomer or geometry (same formula, charge and spin) = 124.8 kJ/mol
electronic energy = -8932.7173 eV
frontier orbital gap = 9.19 eV

The geometry in ORCA input format:
```
! wB97M-V def2-TZVPD RIJCOSX def2/J DEFGRID3
* xyz 0 1
C 0.192 -0.452 -1.750
N -0.811 0.342 -1.045
C -1.399 -0.517 0.009
C -1.305 0.296 1.313
C -0.107 1.238 1.060
C -0.241 1.561 -0.419
H 0.992 -0.785 -1.069
H 0.650 0.071 -2.591
H -0.257 -1.358 -2.159
H -0.919 -1.479 0.147
H -2.452 -0.676 -0.234
H -1.072 -0.330 2.169
H -2.158 0.953 1.471
H -0.236 2.107 1.699
H 0.834 0.836 1.294
H -0.966 2.356 -0.605
H 0.682 1.800 -0.941
O 2.688 -2.368 0.539
H 2.290 -1.508 0.385
H 3.595 -2.086 0.729
*
```

These are the natural (NBO) partial charges, in e, on atoms 1 to 6: -0.40 -0.44 -0.24 -0.41 -0.42 -0.23

# AsBeBrF6

A molecular structure, AsBeBrF6 at a distorted geometry (the ωB97M-V functional and the def2-TZVPD basis, the OMol25 dataset).

lowest unoccupied orbital energy = -0.2390 hartree
energy relative to the best compared isomer or geometry (same formula, charge and spin) = 1996.2 kJ/mol
electronic energy = -147564.3773 eV
frontier orbital gap = 2.78 eV

The geometry in ORCA input format:
```
! wB97M-V def2-TZVPD RIJCOSX def2/J DEFGRID3
* xyz 0 1
Be -0.208 2.023 -0.463
As 0.524 1.919 2.609
F 1.270 2.552 0.196
F -1.873 -0.740 -0.044
F 0.341 -1.065 -0.535
F 1.902 -1.875 0.625
F -0.969 1.023 -2.004
F 0.983 0.015 -2.500
Br -1.971 -3.852 2.116
*
```

These are the natural (NBO) partial charges, in e, on atoms 1 to 6: 1.67 0.85 -0.80 -0.36 -0.10 -0.29

# C6H12O

A single C6H12O molecule (the ωB97M-V functional and the def2-TZVPD basis, the OMol25 dataset).

lowest unoccupied orbital energy = -0.0028 hartree
energy relative to the best compared isomer or geometry (same formula, charge and spin) = 354.9 kJ/mol
electronic energy = -8460.6761 eV
frontier orbital gap = 8.54 eV

The geometry in ORCA input format:
```
! wB97M-V def2-TZVPD RIJCOSX def2/J DEFGRID3
* xyz 0 1
C 0.160 -2.498 0.983
C -0.210 -1.021 0.979
C -0.916 -0.560 -0.306
C -0.785 0.980 -0.407
C 0.555 1.287 -0.941
C 1.117 2.606 -0.640
O -0.368 -1.131 -1.466
H 0.628 -2.778 1.933
H 0.862 -2.708 0.172
H -0.718 -3.134 0.831
H 0.709 -0.426 1.106
H -0.855 -0.778 1.836
H -1.970 -0.866 -0.276
H -1.091 1.508 0.514
H -1.448 1.348 -1.214
H 0.420 3.449 -0.524
H 1.961 2.867 -1.284
H 1.545 2.409 0.362
H 0.403 -0.554 -1.661
*
```

These are the natural (NBO) partial charges, in e, on atoms 1 to 6: -0.60 -0.42 0.11 -0.62 0.16 -0.78

Across the entries above, molecular weight takes the values 901.03; 528.58; 100.12; 168.18; 106.10; 103.16; 277.83; 100.16 g mol⁻¹, respectively.